[1]
C9H14 | wB97M-V/def2-TZVPD

Last column: natural (NBO) charge in e.
Element x y z (Å)
C -1.2478 -0.0892 -0.5404  -0.644
C -1.1068 -0.5284 3.2032  -0.205
C -1.3891 -0.7698 1.8557  -0.244
C 0.0261 0.1708 3.5153  -0.237
C -0.7744 0.0485 0.9297  0.022
C 0.9299 0.4961 2.4670  -0.178
C 0.4396 0.8008 1.2284  -0.237
H -1.7301 -0.9671 3.9677  0.212
H -2.0849 -1.5256 1.6060  0.208
H 0.2211 0.5950 4.5047  0.219
H 1.9301 0.8687 2.7691  0.204
H -1.4255 -1.1658 -0.6922  0.215
H -0.3504 0.3256 -1.0423  0.222
H 0.9321 1.3451 0.4292  0.218
H -2.2126 0.3977 -0.5893  0.223
C 0.6341 0.5842 -3.1597  -0.636
C 1.2563 -0.7121 -2.6601  -0.621
H 0.1030 1.2141 -2.4343  0.202
H 1.4807 1.3071 -3.4341  0.201
H 0.1280 0.7693 -4.1260  0.225
H 2.0873 -0.5342 -2.0032  0.214
H 0.5413 -1.3773 -2.2063  0.209
H 1.6121 -1.2534 -3.5879  0.213

Cartesian forces, eV/Å:
C 1.4 0.0 2.3
C 0.0 -0.4 0.1
C 0.9 1.5 0.8
C 0.7 0.0 -0.2
C 0.4 -0.4 -1.4
C 0.8 2.9 1.5
C -2.1 -2.7 -0.4
H -0.1 0.1 0.2
H -0.9 -0.4 -0.5
H 0.2 -0.9 -0.1
H -0.7 -0.1 -0.2
H 0.3 0.4 -0.4
H -1.7 -0.5 -0.5
H 0.2 -0.2 0.2
H 0.1 0.5 -0.8
C 1.8 3.4 -0.8
C -0.5 -0.6 -2.6
H 0.0 -0.5 -0.2
H -0.4 -0.9 0.7
H -0.4 -1.5 0.5
H 0.3 0.1 0.3
H -0.2 -0.2 0.3
H 0.0 0.4 1.1

Relative energy (zero: lowest compared OMol25 entry of this formula, charge and spin)   203.9 kJ/mol
Total energy   -351.25252 Eh
SMILES   Cc1ccccc1.CC
HOMO   -8.59 eV



[2]
C9H14 | wB97M-V/def2-TZVPD

Last column: natural (NBO) charge in e.
Element x y z (Å)
C -1.2282 -0.5342 0.0384  -0.291
C -2.4153 -0.2637 0.7762  0.227
C -2.5135 -0.2888 -0.7340  -0.599
C -0.1265 -1.6244 0.0484  -0.354
C 0.8213 -0.6848 0.6269  -0.231
C -0.0495 0.4547 0.1913  0.039
C 2.2998 -0.7617 0.2411  -0.618
C -0.2844 1.6685 1.0926  -0.626
C 0.2931 0.9637 -1.1609  -0.622
H -2.5593 0.6957 -1.2240  0.237
H -2.9655 -1.1196 -1.1917  0.247
H -0.3261 -2.4474 0.6761  0.223
H 0.2807 -1.8796 -0.9485  0.214
H 0.8708 -0.7383 1.7487  0.211
H 2.5781 -0.7718 -0.8041  0.206
H 2.8699 -1.7016 0.6258  0.221
H 2.8440 0.1920 0.7148  0.210
H -1.1497 2.1721 0.5920  0.205
H 0.6779 2.1551 1.0402  0.216
H -0.7780 1.4920 2.1241  0.236
H -0.4839 1.7124 -1.3036  0.213
H 0.0774 -0.0047 -1.7657  0.212
H 1.2670 1.3142 -1.4040  0.226

Cartesian forces, eV/Å:
C 0.1 -0.6 -1.5
C -0.8 -0.2 0.5
C 2.2 1.4 1.0
C -1.0 -1.0 -1.0
C 2.9 0.6 2.7
C 0.0 1.7 1.5
C 2.3 0.8 1.6
C -2.1 -1.0 0.6
C -1.9 -2.4 -1.6
H -0.5 -0.5 0.1
H -0.7 -0.8 -0.6
H -0.3 -1.4 0.2
H -0.9 -0.3 0.3
H -0.5 0.0 -0.8
H -0.5 0.3 -0.5
H -1.3 1.6 -0.2
H -1.0 -2.1 -1.0
H 1.1 0.5 0.2
H -0.1 1.0 0.6
H 1.6 -0.1 -1.4
H 0.2 0.1 -1.0
H 0.5 2.2 -0.1
H 0.8 0.4 0.3

Relative energy (zero: lowest compared OMol25 entry of this formula, charge and spin)   634.2 kJ/mol
Total energy   -351.08865 Eh
HOMO   -8.44 eV



[3]
C9H14 | wB97M-V/def2-TZVPD

Last column: natural (NBO) charge in e.
Element x y z (Å)
C -0.1885 2.5371 -1.3854  -0.631
C -1.4411 0.3748 -0.9005  -0.234
C -0.9188 1.5785 -0.4488  0.006
C -2.0978 -0.4908 -0.0328  -0.196
C -2.3084 -0.0924 1.2837  -0.230
C -1.1396 1.9678 0.8640  -0.225
C -1.9416 1.1713 1.6884  -0.196
H -1.5433 0.2118 -1.9643  0.208
H -2.5383 -1.4088 -0.4119  0.214
H 0.8470 2.5898 -1.0481  0.219
H -0.6403 3.5099 -1.2427  0.219
H -2.9189 -0.7073 1.9329  0.212
H -0.8189 2.9282 1.2431  0.208
H -2.2965 1.6193 2.6033  0.211
H -0.1421 2.1582 -2.4001  0.216
C 3.2035 -1.9593 -0.1771  -0.612
C 1.8577 -2.5178 0.2152  -0.620
H 4.0180 -2.1604 0.5175  0.208
H 3.4905 -2.3072 -1.1790  0.200
H 3.1040 -0.8859 -0.3559  0.205
H 1.7380 -3.6106 0.2316  0.202
H 1.0134 -2.0908 -0.3200  0.212
H 1.6618 -2.4154 1.2868  0.204

Cartesian forces, eV/Å:
C 0.1 -0.9 1.1
C -0.7 0.0 0.0
C 0.5 0.5 -0.5
C 0.1 0.3 0.0
C -0.8 -0.4 -0.2
C -0.8 -0.5 0.3
C 0.8 0.7 -0.2
H 0.6 -0.3 -0.1
H 0.2 0.1 0.1
H 0.1 0.2 0.0
H 0.0 0.3 -0.6
H 0.1 -0.1 0.0
H 0.1 0.1 -0.2
H 0.1 -0.3 0.4
H -0.4 0.3 -0.2
C -0.1 0.2 -1.2
C -0.6 -1.0 1.5
H -0.1 0.0 0.0
H 0.1 -0.3 0.3
H 0.2 0.1 0.5
H 0.5 0.0 -1.0
H 0.1 0.1 -0.1
H 0.0 0.9 0.0

Relative energy (zero: lowest compared OMol25 entry of this formula, charge and spin)   53.9 kJ/mol
Total energy   -351.30967 Eh
SMILES   Cc1ccccc1.CC
HOMO   -9.06 eV



[4]
C9H14 | wB97M-V/def2-TZVPD

Last column: natural (NBO) charge in e.
Element x y z (Å)
C -1.4360 -3.5016 -1.5975  -0.632
C -1.1693 0.5457 -0.1878  -0.232
C -2.3086 0.1230 -0.8645  -0.199
C -0.1213 -0.3297 -0.0032  -0.192
C -2.3921 -1.1976 -1.2620  -0.223
C -0.1865 -1.6407 -0.4632  -0.224
C -1.3485 -2.0994 -1.0550  -0.004
H -1.0944 1.5261 0.2639  0.209
H -3.1209 0.8132 -1.0474  0.212
H 0.7234 0.0121 0.5744  0.212
H -3.3397 -1.5043 -1.6947  0.207
H 0.6564 -2.2957 -0.2663  0.209
H -2.4013 -3.7126 -2.0583  0.218
H -1.1084 -4.2209 -0.8401  0.219
H -0.6820 -3.6337 -2.3891  0.219
C 2.6555 3.3369 1.8114  -0.613
C 2.1633 1.9182 1.4271  -0.620
H 1.8531 4.0367 2.0144  0.206
H 3.3564 3.2880 2.6400  0.205
H 3.1920 3.7901 0.9668  0.203
H 1.0755 1.8462 1.3960  0.200
H 2.5286 1.6659 0.4345  0.210
H 2.5048 1.2342 2.2007  0.208

Cartesian forces, eV/Å:
C 0.9 0.0 -0.2
C -0.2 0.1 0.0
C 0.4 0.2 0.4
C 0.1 -0.3 0.3
C -0.4 0.1 0.0
C 0.1 0.4 0.6
C -0.3 -0.1 -0.8
H -0.1 0.2 -0.2
H -0.1 -0.1 0.0
H 0.2 -0.2 -0.1
H 0.2 -0.3 -0.2
H -0.1 -0.1 -0.2
H 0.0 -0.2 0.4
H -0.6 -0.1 0.0
H -0.2 0.2 0.0
C 0.2 -0.1 -0.9
C -0.1 0.8 0.4
H -0.2 0.0 0.4
H -0.1 0.2 0.1
H 0.0 -0.1 0.2
H 0.1 0.2 0.1
H 0.1 -0.4 0.1
H 0.1 -0.4 -0.3

Relative energy (zero: lowest compared OMol25 entry of this formula, charge and spin)   36.8 kJ/mol
Total energy   -351.31619 Eh
SMILES   Cc1ccccc1.CC
HOMO   -9.00 eV



[5]
C9H14 | wB97M-V/def2-TZVPD

Last column: natural (NBO) charge in e.
Element x y z (Å)
C -3.0292 -0.4560 -0.0047  -0.638
C -1.6232 0.0274 0.2237  0.005
C -1.2721 1.3020 -0.2362  -0.231
C -0.7214 -0.6845 1.0052  -0.224
C -0.0741 1.8495 0.1748  -0.201
C 0.4658 -0.0953 1.4199  -0.203
C 0.7587 1.2202 1.0992  -0.230
H -3.2505 -1.5218 -0.0531  0.220
H -3.3850 -0.0342 -0.9426  0.214
H -2.0006 1.8695 -0.8012  0.215
H -0.9677 -1.7115 1.2441  0.212
H 0.3631 2.7516 -0.2489  0.213
H 1.0769 -0.6529 2.1087  0.212
H 1.5939 1.7183 1.5669  0.218
H -3.6576 -0.1373 0.8329  0.222
C 1.6593 -1.1039 -1.5599  -0.613
C 3.1032 -1.2288 -1.1491  -0.614
H 1.1541 -0.3236 -1.0030  0.217
H 1.5071 -1.0138 -2.6322  0.204
H 1.1263 -2.0005 -1.2479  0.198
H 3.2747 -1.5032 -0.1092  0.205
H 3.6740 -1.8021 -1.8747  0.205
H 3.6601 -0.2814 -1.2098  0.196

Cartesian forces, eV/Å:
C -0.4 0.0 -0.1
C -0.2 -0.1 0.2
C -0.1 -0.5 0.5
C 0.0 0.1 -0.6
C 1.2 0.7 0.0
C -0.5 0.0 0.9
C -0.6 -0.8 -0.3
H 0.8 -0.2 -0.1
H -0.3 0.1 0.1
H 0.2 0.0 -0.3
H 0.1 0.0 0.3
H -0.8 0.3 0.1
H 0.4 -0.1 0.1
H 0.2 0.1 -0.3
H 0.0 0.4 -0.2
C -0.5 -0.5 0.6
C 1.2 1.3 -0.5
H 0.0 0.4 -0.3
H 0.1 0.3 0.0
H -0.1 -0.3 -0.1
H -0.2 -0.6 -0.1
H 0.0 -0.8 0.4
H -0.5 0.3 -0.1

Relative energy (zero: lowest compared OMol25 entry of this formula, charge and spin)   52.2 kJ/mol
Total energy   -351.31029 Eh
SMILES   Cc1ccccc1.CC
HOMO   -9.05 eV



[6]
C9H14AlClI2NOPS | wB97M-V/def2-TZVPD

Last column: natural (NBO) charge in e.
Element x y z (Å)
I 1.9619 -0.3436 1.0511  0.096
I -0.3643 -2.4630 1.9685  0.017
Al -0.9411 -0.0330 0.2574  1.269
P 0.6095 -2.6196 -0.7778  1.129
C 1.9210 -3.8034 -0.3019  -0.979
C -0.6004 -3.7720 -1.5109  -0.995
H 0.7072 -1.2354 -2.7710  0.257
H 1.5344 -2.8061 -3.0242  0.272
H 2.3303 -1.4932 -2.0903  0.254
C 1.3752 -1.9754 -2.3220  -0.966
H -1.4101 -3.1900 -1.9721  0.260
H -0.1121 -4.3962 -2.2763  0.269
H 2.1091 -4.5111 -1.1247  0.271
H 1.6161 -4.3565 0.5909  0.256
H -1.0320 -4.4097 -0.7288  0.263
H 2.8440 -3.2599 -0.0660  0.255
C 2.4868 -1.8503 3.4470  0.455
O 2.5173 -2.4768 4.3843  -0.430
Cl -1.6776 -0.0420 -1.7208  -0.471
S -1.6614 1.2495 1.8797  -0.229
C -1.4790 2.8308 1.1422  0.077
N -0.3403 3.5395 1.4241  -0.452
C -0.1498 4.8316 1.0205  0.096
C -1.1507 5.4567 0.3033  -0.222
C -2.3233 4.7651 -0.0213  -0.060
C -2.4841 3.4482 0.4011  -0.229
H 0.3937 3.0519 1.9620  0.457
H 0.7949 5.2916 1.3238  0.264
H -1.0075 6.4912 -0.0115  0.277
H -3.1017 5.2390 -0.6101  0.269
H -3.3658 2.8420 0.1734  0.272

Cartesian forces, eV/Å:
I -0.9 1.0 -0.8
I -0.7 1.0 -0.6
Al 0.9 -1.0 0.2
P 0.8 -2.4 -2.1
C 0.2 0.2 0.8
C -0.8 0.2 0.4
H 0.2 -0.1 -0.1
H -0.1 0.1 0.3
H -0.1 -0.1 -0.1
C -0.1 1.0 0.2
H 0.1 -0.3 0.0
H -0.1 0.3 0.3
H -0.2 0.4 0.2
H 0.1 0.0 -0.2
H 0.1 0.1 -0.2
H -0.1 -0.2 -0.1
C 0.5 -0.9 1.6
O 0.0 0.5 -0.7
Cl 0.4 0.0 0.9
S 0.0 -0.2 0.2
C 0.3 1.0 -0.2
N -0.2 0.0 -0.2
C -0.2 -0.8 0.3
C 0.1 0.3 -0.1
C 0.3 -0.2 0.1
C 0.2 -0.5 0.1
H -0.5 0.5 -0.3
H -0.4 -0.1 -0.2
H 0.0 -0.3 0.1
H 0.1 0.0 0.1
H 0.2 0.5 0.1

Relative energy (zero: lowest compared OMol25 entry of this formula, charge and spin)   180.8 kJ/mol
Charge   +2
Total energy   -2518.39889 Eh
HOMO (alpha / beta)   -14.94 / -15.63 eV



[7]
C9H14Br2ClFO4 | wB97M-V/def2-TZVPD

Last column: natural (NBO) charge in e.
Element x y z (Å)
C -0.3111 -0.0676 0.3308  -0.618
C -0.6222 1.2000 -0.4871  -0.439
C -1.9689 1.8275 -0.1717  0.180
F -1.9934 3.1273 -0.6836  -0.347
C -3.2429 1.1335 -0.7245  0.148
Cl -2.9385 -0.4630 -1.4532  0.005
O -3.8718 1.9123 -1.7217  -0.485
C -5.1287 1.3686 -1.8225  0.975
O -5.7484 1.2098 -2.8110  -0.504
O -5.5512 1.0658 -0.5551  -0.523
C -4.4280 1.0543 0.2915  0.079
Br -4.5856 2.6150 1.4156  0.108
Br -4.3998 -0.5412 1.3764  0.120
H -0.5072 -0.9604 -0.2532  0.216
H -0.9457 -0.0932 1.2174  0.201
H 0.7264 -0.0976 0.6353  0.242
H 0.0933 1.9665 -0.1859  0.226
H -0.5036 1.0484 -1.5577  0.221
H -2.0511 1.8875 0.9145  0.191
C 3.9480 -1.4441 -0.7837  -0.630
C 3.6793 -1.1825 0.6903  0.095
C 4.7682 -1.7730 1.5722  -0.630
O 2.3995 -1.6970 1.0624  -0.724
H 3.9688 -2.5196 -0.9797  0.198
H 3.1601 -1.0104 -1.3999  0.217
H 4.9044 -1.0216 -1.0935  0.213
H 3.6165 -0.1068 0.8628  0.173
H 4.8128 -2.8577 1.4430  0.198
H 4.5603 -1.5724 2.6230  0.219
H 5.7463 -1.3588 1.3251  0.213
H 2.4140 -2.6498 0.9237  0.461

Cartesian forces, eV/Å:
C -0.4 0.3 -0.4
C 0.2 0.1 0.3
C 0.3 0.1 -0.5
F 0.1 -0.4 0.4
C -0.1 0.7 0.3
Cl 0.1 -0.1 0.0
O 0.2 -0.6 -0.3
C -0.1 0.4 -0.1
O 0.0 0.3 0.3
O 0.2 -0.7 -0.1
C -0.4 -0.4 -0.1
Br 0.1 0.1 0.1
Br -0.1 0.2 0.1
H 0.0 -0.1 0.1
H 0.1 -0.1 0.1
H 0.1 0.0 0.1
H 0.0 0.1 -0.1
H 0.0 0.0 -0.1
H -0.2 0.1 0.0
C -0.1 0.1 0.0
C 0.1 -0.3 -0.1
C -0.1 0.0 0.1
O 0.1 0.1 0.0
H 0.1 0.0 0.0
H 0.0 0.0 0.0
H 0.0 0.0 0.0
H -0.1 0.0 0.0
H 0.0 0.0 -0.1
H 0.0 0.0 0.0
H 0.0 0.0 0.0
H 0.0 0.0 0.0

Relative energy (zero: lowest compared OMol25 entry of this formula, charge and spin)   0.0 kJ/mol
Total energy   -6360.37112 Eh
HOMO   -10.60 eV



[8]
C9H14Cl2N4 | wB97M-V/def2-TZVPD

Last column: natural (NBO) charge in e.
Element x y z (Å)
C -2.5648 -1.4959 1.0787  -0.182
C -3.0844 -2.7378 1.1318  -0.199
C 1.7497 1.7375 -0.9175  -0.429
C 1.0275 -0.6802 -1.4269  -0.207
C -0.6401 1.0105 -1.3484  -0.271
C 1.7676 -0.0555 0.8260  -0.241
C 0.8490 0.8117 -1.7214  -0.283
C 1.5765 1.4031 0.5650  -0.179
C -1.0716 -1.2147 1.3907  -0.247
N 0.8655 -0.8139 0.0121  -0.324
N -0.9172 0.6938 -0.0053  -0.244
N 0.2799 1.7270 1.1658  -0.286
N -0.4780 -0.4977 0.2659  -0.056
Cl -4.6995 -3.0989 0.6515  -0.010
Cl -0.2346 3.3134 0.7978  0.115
H -3.0809 -0.6853 0.8055  0.215
H -2.5343 -3.5714 1.3444  0.199
H 2.9345 1.7325 -1.1862  0.223
H 1.5458 2.8075 -1.1642  0.240
H 0.2190 -1.2423 -1.9815  0.227
H 2.2035 -0.9933 -1.5250  0.195
H -0.8661 2.0231 -1.5970  0.210
H -1.3412 0.3372 -1.8268  0.209
H 2.8718 -0.2966 0.5845  0.219
H 1.6623 -0.2749 1.8820  0.222
H 0.9186 0.9507 -2.8055  0.220
H 2.3040 2.0252 1.1548  0.237
H -0.9040 -0.8062 2.3068  0.208
H -0.3582 -2.1083 1.5424  0.221

Cartesian forces, eV/Å:
C 2.9 -4.3 1.5
C -0.4 3.5 -0.9
C 2.3 0.8 -0.9
C 3.6 0.2 0.3
C 1.0 0.5 -0.6
C 2.4 0.1 -0.4
C -0.8 -1.0 -1.4
C 0.5 2.3 0.7
C 0.4 -3.0 -2.3
N -0.7 -2.3 -0.5
N -4.1 -0.8 -1.4
N 2.5 2.6 2.7
N 0.0 -1.2 1.7
Cl -0.3 0.0 0.1
Cl 0.3 -0.3 0.2
H -2.1 2.9 -1.0
H 1.3 -2.0 0.7
H -2.7 -0.7 0.5
H -0.3 -0.8 0.5
H 1.4 0.1 0.6
H -2.9 0.3 -0.7
H -0.7 0.8 0.2
H 0.2 -0.1 -1.3
H -1.7 0.0 0.1
H -0.4 -0.2 0.2
H 0.3 0.3 0.1
H -0.3 -0.5 -0.4
H -0.1 2.4 2.6
H -1.6 0.6 -0.8

Spin multiplicity   3
Total energy   -1490.43207 Eh
HOMO (alpha / beta)   -6.27 / -8.51 eV



[9]
C9H14Cl2NO2 | wB97M-V/def2-TZVPD

Last column: natural (NBO) charge in e.
Element x y z (Å)
C 4.0158 0.8182 -0.4342  -0.133
C 3.7490 -0.3353 -0.6047  -0.060
C 3.3829 -1.7365 -0.7928  -0.544
C 1.9708 -1.8476 -0.3287  0.546
N 1.6507 -1.9989 0.9136  -0.438
C 0.1820 -2.0043 1.1079  -0.230
C -0.1705 -1.0539 -0.0554  -0.215
C -1.6316 -0.8104 -0.3618  -0.088
O -1.8486 0.4674 -0.8971  -0.263
O -1.4431 1.3626 0.1363  -0.494
C 0.7289 -1.7411 -1.1349  -0.499
H 3.9998 1.8541 -0.1826  0.260
H 3.4664 -2.0362 -1.8328  0.282
H 4.0138 -2.3611 -0.1600  0.267
H 2.3414 -2.0870 1.6486  0.443
H -0.1908 -3.0083 0.9321  0.223
H -0.1002 -1.5426 2.0469  0.246
H 0.3776 -0.1423 0.1626  0.242
H -2.1877 -0.8733 0.5808  0.193
H -2.0385 -1.5394 -1.0552  0.214
H -1.8958 2.1982 -0.0953  0.488
H 0.8233 -1.2182 -2.0805  0.268
H 0.3516 -2.7448 -1.3454  0.257
C -3.9830 4.3654 0.8415  -0.394
Cl -2.7659 4.1620 -0.4423  -0.038
Cl -4.2733 6.0633 1.1876  0.013
H -4.9069 3.9095 0.5075  0.230
H -3.6178 3.8802 1.7385  0.224

Cartesian forces, eV/Å:
C -0.7 0.1 0.3
C 0.2 0.1 -0.2
C 0.1 0.0 0.4
C -0.1 -0.5 0.1
N 0.2 -0.3 -0.3
C 0.0 1.4 -0.3
C 0.8 -1.2 -0.6
C 0.0 0.2 0.9
O -0.1 -0.1 -0.7
O 0.2 0.2 0.5
C -0.4 0.8 0.0
H 0.5 0.1 -0.2
H 0.1 -0.1 -0.1
H 0.1 -0.2 -0.1
H -0.1 -0.1 0.1
H -0.2 -0.2 0.4
H 0.1 -0.5 0.3
H -0.6 0.5 0.1
H -0.1 -0.1 0.0
H -0.1 0.1 -0.2
H -0.1 -0.3 -0.2
H 0.2 0.2 0.0
H 0.0 -0.2 0.0
C -0.1 0.0 0.1
Cl 0.0 0.1 -0.1
Cl 0.0 0.0 0.0
H 0.0 0.0 -0.1
H 0.1 0.0 0.0

Charge   +1
Total energy   -1476.53128 Eh
HOMO   -12.79 eV